# 1
{"formula": "C4H6CuO2", "method": "the ωB97M-V functional and the def2-TZVPD basis", "species": ["Cu", "O", "O", "C", "C", "C", "C", "H", "H", "H", "H", "H", "H"], "xyz": [[0.348707, 1.777766, 0.053680], [-2.911529, 0.731287, 0.072540], [2.051407, 1.108267, 0.499907], [0.547510, -0.725240, -0.104357], [-0.628443, -0.062641, 0.328730], [-1.663339, 0.422695, -0.471335], [1.959076, -0.275261, 0.250325], [-0.033942, -0.701217, 1.333465], [-3.435140, -0.070462, 0.163686], [-1.665680, 0.177226, -1.547179], [2.273469, -0.822197, 1.162021], [0.507183, -1.008432, -1.171773], [2.650722, -0.551795, -0.569713]], "forces_ev_per_angstrom": [[-0.5, -0.4, 0.1], [0.5, 0.4, -0.4], [-0.3, -0.3, -0.3], [0.8, 0.8, -4.2], [2.0, -1.1, 1.8], [0.0, -1.3, 1.7], [0.4, 0.5, 1.3], [-3.1, 2.0, -0.6], [0.0, -0.1, 0.0], [0.3, 0.4, 0.4], [0.2, 0.0, -0.2], [0.0, -0.8, 0.2], [-0.4, -0.2, 0.3]], "lowdin_charge": [0.556, -0.050, -0.335, -0.169, -0.206, -0.208, -0.391, 0.249, 0.095, 0.127, 0.107, 0.111, 0.114], "homo_lumo_gap_ev": [7.80, 7.44], "relative_energy_kcal_mol": 59.8, "e_tot_ev": -52973.0718, "spin_multiplicity": 2}

***

# 2
{"formula": "C4H6F27O2P4Pt", "method": "the ωB97M-V functional and the def2-TZVPD basis", "species": ["Pt", "P", "P", "P", "P", "F", "F", "F", "F", "F", "F", "F", "F", "F", "F", "F", "F", "F", "F", "F", "F", "F", "F", "F", "F", "F", "F", "F", "F", "F", "F", "F", "O", "O", "C", "C", "C", "C", "H", "H", "H", "H", "H", "H"], "xyz": [[-1.114980, 0.240048, 0.652637], [1.362094, -5.378791, 1.519942], [2.381995, 1.256340, 4.845916], [-6.525997, -0.727315, 2.808969], [-1.750605, 5.504614, 0.061534], [1.664148, -5.452112, -0.055035], [1.720573, -1.108841, -6.201440], [-2.393877, 5.029347, -1.339296], [-1.172120, 6.036923, 1.475353], [-2.908011, 6.610667, 0.359966], [1.189621, 0.873666, -5.636832], [-6.386010, 0.671453, 3.574693], [-6.430989, -2.186755, 2.063118], [3.785898, 0.572426, 5.126542], [3.110121, 2.557563, 4.232695], [2.196199, -6.779978, 1.632633], [-2.583088, 4.324360, 0.811974], [-6.530489, -0.013922, 1.319084], [-0.078052, -6.214187, 1.292001], [-0.348942, -0.640235, -6.212699], [2.229885, 0.709913, 3.358720], [1.597262, -0.048415, 5.321314], [-0.903251, 6.645770, -0.695669], [2.440000, 1.747138, 6.366157], [2.829646, -4.658757, 1.857640], [1.057955, -5.528730, 3.087129], [-4.890293, -0.719319, 2.677627], [0.946329, 1.984477, 4.561293], [-8.218725, -0.625169, 2.926155], [0.481044, -4.011899, 1.325043], [-6.335412, -1.604214, 4.145371], [-0.511506, 4.475394, -0.140627], [-0.472492, -0.608165, -3.382301], [1.724770, -0.149555, -3.129984], [3.895686, 0.304253, -4.411662], [0.800837, -0.846478, -4.056775], [0.824911, -0.435484, -5.570944], [3.105276, -0.265621, -3.142748], [3.662026, 1.363989, -4.513958], [4.975906, 0.180370, -4.334971], [0.929327, -1.926775, -3.989260], [3.669918, -0.296618, -5.292623], [3.551815, -1.244910, -2.970413], [3.421597, 0.383536, -2.326272]], "forces_ev_per_angstrom": [[0.0, 0.2, 0.4], [-0.2, -1.9, 0.6], [-1.6, 0.4, -0.5], [1.7, -0.7, -1.2], [0.0, 0.6, 1.2], [0.0, 0.8, -0.4], [1.6, -1.5, -1.2], [-0.2, 0.2, -0.1], [1.0, -0.8, 0.3], [-1.0, -0.5, -1.1], [-0.8, -0.6, -0.4], [-0.8, 0.0, 0.1], [-1.6, 0.3, -0.6], [1.1, -0.8, -0.7], [0.5, 0.5, 0.6], [-0.3, -0.7, -0.1], [0.0, 0.3, -0.1], [-1.0, -0.1, 0.9], [0.9, 0.2, -0.4], [0.6, 0.4, 0.7], [1.0, -1.0, -1.6], [-0.3, -0.9, 0.7], [0.3, 0.2, -0.5], [-0.4, 1.2, 0.5], [-1.8, 0.6, -0.7], [0.0, 1.1, 0.3], [0.7, 0.3, 0.0], [-0.2, 0.6, 0.9], [2.3, -0.7, -0.3], [1.4, -0.2, 0.4], [-1.2, 0.8, 1.0], [0.0, -0.1, 0.1], [2.2, -0.6, -2.1], [-2.0, -0.8, -2.1], [-1.0, -0.6, 0.7], [-1.2, 1.4, 3.5], [-1.1, 2.0, 1.7], [2.9, 1.0, -1.3], [0.0, -0.1, -0.4], [0.0, 0.1, 0.7], [0.1, -0.3, 0.0], [-0.3, 0.4, -0.1], [-0.7, -0.5, 0.2], [-0.1, -0.2, 0.2]], "lowdin_charge": [0.963, 0.199, 0.043, 0.211, 0.118, -0.183, 0.184, -0.177, -0.182, -0.194, 0.139, -0.161, -0.209, -0.155, -0.173, -0.217, -0.185, -0.207, -0.233, 0.149, -0.180, -0.164, -0.182, -0.166, -0.205, -0.170, -0.226, -0.197, -0.225, -0.187, -0.177, -0.189, 0.116, -0.082, -0.067, -0.195, -0.589, -0.243, 0.072, 0.065, 0.175, 0.046, 0.116, 0.123], "homo_lumo_gap_ev": [6.41, 6.22], "relative_energy_kcal_mol": 91.8, "charge": -3, "e_tot_ev": -122132.6217, "spin_multiplicity": 3}

***

# 3
{"formula": "C4H6F2O2", "method": "the ωB97M-V functional and the def2-TZVPD basis", "species": ["F", "F", "O", "O", "C", "C", "C", "C", "H", "H", "H", "H", "H", "H"], "xyz": [[0.784664, -1.003308, -0.366901], [0.633812, -0.089189, -2.311014], [0.822546, 1.542169, 1.206172], [-1.358200, 2.535238, -0.123745], [0.022489, -0.189547, -1.176264], [-0.234147, 2.359169, -0.677702], [-1.417379, -0.404794, -1.070598], [0.837399, 1.635308, -0.115750], [-0.217888, 1.732964, 1.550253], [1.867082, 1.450399, -0.460190], [-0.175588, 2.729477, -1.741674], [-1.978435, 0.468985, -0.870387], [-1.708968, -1.034696, -0.260093], [-1.896992, -0.898746, -1.958782]], "forces_ev_per_angstrom": [[-0.8, 0.1, -0.7], [0.1, -0.2, -1.7], [-3.9, -0.1, 2.5], [2.5, -0.5, 0.0], [2.0, 1.7, 3.7], [-3.0, 1.1, -1.9], [-1.2, -1.4, -1.5], [0.0, -1.6, -0.1], [3.8, -0.5, -1.6], [-0.8, 0.6, -0.5], [0.4, -0.5, 0.7], [-0.3, 1.5, -0.1], [0.5, -0.7, 0.8], [0.8, 0.6, 0.4]], "lowdin_charge": [0.054, 0.142, -0.014, -0.052, -0.400, -0.291, 0.012, -0.230, 0.219, 0.149, 0.143, 0.058, 0.089, 0.122], "homo_lumo_gap_ev": [8.66, 8.66], "relative_energy_kcal_mol": 69.8, "e_tot_ev": -13772.1177}

***

# 4
{"formula": "C4H6F2O2Tl", "method": "the ωB97M-V functional and the def2-TZVPD basis", "species": ["Tl", "F", "F", "O", "O", "C", "C", "C", "C", "H", "H", "H", "H", "H", "H"], "xyz": [[-2.201394, -2.379659, -0.904196], [-3.317954, -4.192369, -1.745896], [-3.810004, -1.042299, 0.133194], [-1.381434, -0.841329, -0.095146], [0.068796, 0.578991, -1.137006], [-0.448884, -0.114649, -0.020726], [0.492496, 0.247951, 1.155814], [1.114266, 1.455091, -0.750446], [1.763096, 0.719321, 0.442544], [-0.015314, 0.952111, 1.814904], [2.272236, -0.168629, 0.067804], [1.743586, 1.763751, -1.585186], [0.682706, 2.341761, -0.286056], [2.410366, 1.295721, 1.103524], [0.627436, -0.615769, 1.806874]], "forces_ev_per_angstrom": [[-6.9, -3.6, -1.3], [2.3, 2.9, 1.3], [1.6, -2.0, -1.4], [-0.3, 0.1, 1.1], [-2.8, -2.6, 1.5], [6.8, 5.4, -1.5], [-1.0, -1.2, -0.1], [1.1, 0.9, 2.0], [-0.6, -0.2, -0.5], [0.0, 0.5, -0.2], [0.3, 0.1, 0.1], [-0.2, -0.6, 0.0], [-0.3, 0.3, -0.5], [-0.1, 0.1, -0.3], [0.0, -0.2, -0.2]], "lowdin_charge": [1.592, -0.394, -0.470, -0.041, 0.052, -0.306, -0.038, -0.129, -0.108, 0.152, 0.127, 0.148, 0.139, 0.137, 0.139], "homo_lumo_gap_ev": 7.02, "relative_energy_kcal_mol": 0.0, "charge": 1, "e_tot_ev": -18456.3512}

***

# 5
{"formula": "C4H6F2S", "method": "the ωB97M-V functional and the def2-TZVPD basis", "species": ["S", "F", "F", "C", "C", "C", "C", "H", "H", "H", "H", "H", "H"], "xyz": [[1.027685, 1.554323, 0.978502], [0.042763, -0.785756, -1.992189], [-0.598167, -2.060573, 0.425051], [-0.054616, 0.337654, -1.266420], [0.264284, -1.067089, 0.918217], [-1.246184, 0.582126, -0.380864], [0.092911, 0.246251, 0.232607], [1.322018, -1.403658, 0.826972], [-1.699912, 1.550120, -0.353676], [0.064840, -0.922165, 2.001527], [-1.869180, -0.300832, -0.320889], [2.255472, 1.059279, 0.644564], [0.398084, 1.210322, -1.713404]], "forces_ev_per_angstrom": [[0.6, 0.0, 0.2], [-0.1, -0.6, -0.6], [0.5, 0.6, 0.3], [-0.2, 0.8, 1.3], [0.4, -0.6, 0.9], [0.5, -1.1, -0.5], [0.0, 0.5, -0.9], [-0.7, -0.1, -0.1], [-0.1, 0.3, 0.2], [-0.1, -0.3, -0.6], [-0.4, 0.3, 0.0], [-0.5, 0.3, 0.1], [0.1, -0.1, -0.3]], "lowdin_charge": [0.818, 0.046, -0.047, -0.318, -0.201, -0.043, -0.763, 0.130, 0.103, 0.122, 0.116, -0.098, 0.135], "homo_lumo_gap_ev": 10.20, "relative_energy_kcal_mol": 17.5, "smiles": "FC[C@]1(S)C[C@@H]1F", "e_tot_ev": -20514.1875}

***

# 6
{"formula": "C4H6F2S", "method": "the ωB97M-V functional and the def2-TZVPD basis", "species": ["S", "F", "F", "C", "C", "C", "C", "H", "H", "H", "H", "H", "H"], "xyz": [[1.379194, 1.103406, 0.823806], [0.552240, 3.458327, 1.783440], [-0.253643, 1.785411, 2.848623], [-0.097670, 2.275752, 1.596003], [-0.782412, -1.204072, -0.814872], [0.103798, -2.177174, -1.411929], [-1.510839, -0.396478, -0.307420], [-0.022290, -2.184111, -2.493702], [0.418130, 0.274435, 0.333291], [-0.128200, -3.166205, -1.021998], [-2.168184, 0.304568, 0.113873], [1.141537, -1.941868, -1.178446], [1.368341, 1.868008, -0.270669]], "forces_ev_per_angstrom": [[1.1, -1.5, -0.8], [-0.6, 0.0, -0.8], [-0.7, -0.4, -0.6], [0.4, 1.5, 2.1], [-0.4, 0.3, 0.2], [0.1, -0.2, -0.1], [0.2, -0.5, -0.4], [0.1, -0.1, 0.0], [0.1, 0.0, 0.4], [0.1, -0.1, 0.0], [-0.4, 0.4, 0.3], [0.1, 0.0, 0.0], [0.0, 0.5, -0.1]], "lowdin_charge": [0.764, -0.050, -0.037, -0.476, -0.218, -0.096, 0.083, 0.085, -0.155, 0.085, 0.034, 0.079, -0.098], "homo_lumo_gap_ev": [5.89, 9.37], "relative_energy_kcal_mol": 24.9, "e_tot_ev": -20507.7909, "spin_multiplicity": 3}

***

# 7
{"formula": "C4H6FMnO4", "method": "the ωB97M-V functional and the def2-TZVPD basis", "species": ["Mn", "F", "O", "O", "O", "O", "C", "C", "C", "C", "H", "H", "H", "H", "H", "H"], "xyz": [[-2.121119, 1.458947, -0.332175], [-2.575208, 3.067777, -0.893309], [2.741156, -1.005800, -1.626781], [0.422669, -1.060406, -1.391434], [-0.202057, 0.737368, 0.049705], [-2.190512, -0.326990, 0.309692], [-0.250307, -1.664893, -0.167247], [-0.906738, -0.508089, 0.579027], [0.924909, 1.238304, 0.777810], [1.609399, -0.920440, -1.574519], [1.266060, 2.141289, 0.263734], [0.619469, 1.490447, 1.801118], [1.723077, 0.485075, 0.785577], [-0.644973, -0.607749, 1.652158], [0.557675, -2.169139, 0.370724], [-0.973501, -2.355705, -0.604084]], "forces_ev_per_angstrom": [[-1.1, 0.8, -0.3], [-0.2, 1.0, -0.4], [-0.6, 0.9, -0.5], [1.1, 0.5, -2.0], [0.2, -0.5, 0.7], [0.6, -1.2, 0.3], [0.1, -0.7, 0.5], [0.2, 0.7, 0.3], [-0.1, 0.1, 0.2], [-0.3, -1.7, 1.3], [0.0, -0.2, 0.1], [0.3, -0.1, -0.2], [0.0, 0.2, 0.2], [-0.1, 0.2, -0.2], [-0.2, 0.0, -0.1], [0.1, 0.1, 0.1]], "lowdin_charge": [1.147, -0.516, 0.402, 0.183, -0.295, -0.202, 0.107, -0.467, -0.035, -0.140, 0.115, 0.113, 0.095, 0.171, 0.158, 0.164], "homo_lumo_gap_ev": [7.25, 8.90], "charge": 1, "e_tot_ev": -46463.9864, "spin_multiplicity": 6}

***

# 8
{"formula": "C4H6FN", "method": "the ωB97M-V functional and the def2-TZVPD basis", "species": ["F", "N", "C", "C", "C", "C", "H", "H", "H", "H", "H", "H"], "xyz": [[-1.865863, 1.442650, -0.797623], [-0.113213, -0.556152, -1.927224], [0.226965, -0.264729, -0.773690], [-1.380250, 0.651872, 1.365886], [-1.171077, 0.731365, 0.073199], [1.440598, -0.485904, 0.038842], [-0.761700, 0.034903, 1.990649], [1.457797, -1.526911, 0.365622], [0.548700, -1.074971, -2.501285], [1.478454, 0.163653, 0.908202], [-2.180370, 1.197902, 1.840678], [2.319960, -0.313678, -0.583258]], "forces_ev_per_angstrom": [[0.0, -0.1, 0.1], [-0.2, -0.1, -0.6], [-3.7, 2.7, 1.6], [-0.4, 0.4, 0.1], [3.6, -2.4, -1.6], [0.3, -0.3, 0.0], [0.2, -0.1, 0.0], [0.1, 0.0, 0.1], [0.3, 0.0, 0.2], [0.0, 0.0, 0.0], [-0.1, 0.1, 0.0], [0.0, 0.0, 0.0]], "lowdin_charge": [0.054, 0.121, -0.296, 0.024, -0.253, -0.065, 0.049, 0.088, 0.065, 0.070, 0.059, 0.083], "homo_lumo_gap_ev": 10.53, "relative_energy_kcal_mol": 44.6, "e_tot_ev": -8450.4008}